This record from OMol25 describes a molecular structure, C56H46N3O3OsP3. The level of theory is ωB97M-V with the def2-TZVPD basis set.

Properties
- ΔE to the lowest compared entry with this formula, charge and spin: 0.4421 eV
- Charge: +4
- 2S+1: 5
- DFT total energy: -3664.7141 hartree
- HOMO-LUMO gap (spin up / spin down): 6.33 / 5.93 eV

```
112
Properties=species:S:1:pos:R:3:forces:R:3
H -6.05540 0.79367 -5.18873 0.0 0.0 0.0
C 1.68820 -2.04803 1.21999 0.0 0.1 0.0
C 3.02562 -1.51833 -2.78503 -0.1 0.0 -0.1
H -0.65653 0.14961 -3.47920 0.1 0.0 0.0
C 1.92631 -2.29274 4.50745 0.1 0.3 0.1
C 0.59772 -5.06633 -2.25724 0.0 0.0 0.0
C 4.17833 -1.35369 -3.53319 0.0 0.0 0.0
H 1.74104 -2.23446 5.57695 0.0 -0.1 0.0
C -3.08046 1.36374 -3.68822 0.1 0.1 0.0
C 3.09992 0.63086 4.74465 0.1 -0.4 -0.1
H -1.28877 2.82692 2.08760 0.0 0.0 0.0
H 2.83228 2.31028 -2.16874 0.0 0.0 0.0
C -0.68920 -2.63542 -1.83139 0.0 0.1 0.0
C -5.51720 0.50250 1.96518 0.0 0.0 0.0
H 3.87626 -2.46838 0.85717 -0.1 -0.1 0.1
H -5.69222 0.47507 3.03061 0.0 0.0 0.0
H 0.22818 -0.90208 3.98451 0.0 0.0 0.0
C 0.82483 0.56257 -4.97088 0.0 0.0 0.0
H 1.87696 3.40463 3.34980 0.0 0.0 0.0
H 1.09395 -6.01101 -2.42797 0.0 0.0 0.0
H 0.27686 0.07016 -5.76247 0.0 0.0 0.0
C -2.22935 5.84870 0.85997 0.0 0.0 0.0
H 4.35710 2.96756 6.79368 0.0 0.0 0.0
C 3.25836 -1.83864 4.09765 0.0 -0.6 -0.3
C 5.36368 -0.63219 -1.56616 0.0 0.0 0.0
C -5.30774 0.89043 -4.41293 0.1 0.0 0.0
H 2.44298 1.15036 -6.24852 0.0 0.0 0.0
H 6.27826 -0.30455 -1.09330 0.0 0.0 0.0
C 0.39315 -2.95185 3.04604 -0.1 0.0 0.1
C 2.42746 2.75093 4.01805 -0.1 -0.1 -0.1
C 3.81460 1.14137 5.80803 0.0 0.2 0.0
H 1.79589 3.04850 -0.60374 0.0 0.0 0.0
C 3.13596 -2.60765 1.64371 0.1 0.0 -0.2
C 1.25611 2.35235 0.04063 0.1 0.0 -0.1
H 1.05744 -4.30166 4.69224 0.0 0.0 0.0
O -9.50783 -0.02117 -1.76147 -0.1 0.0 0.0
C -5.65487 0.65318 -3.07021 0.1 0.0 0.1
H -2.78950 3.89169 -1.83965 0.0 0.0 0.0
H 2.29824 -4.18802 -1.31312 0.0 0.0 0.0
H -2.06201 1.66362 -3.90085 -0.1 0.0 0.0
H 3.12577 4.39170 5.18989 0.0 0.0 0.0
C -2.60161 5.48506 -0.42895 0.0 0.0 -0.1
C -0.71145 -4.88110 -2.68412 0.0 0.0 0.0
H 2.86146 0.94918 0.42449 0.0 0.0 0.0
P 1.34975 0.80922 2.39703 0.0 -0.1 -0.1
H 0.54152 2.95421 0.60001 0.1 0.0 0.0
C 2.40143 1.36487 3.80194 0.0 0.1 0.2
H 2.12954 -1.87772 -3.27246 0.0 0.0 0.0
N -3.98610 0.90275 0.18355 -0.2 -0.1 -0.1
C 3.24878 -1.43570 2.68416 0.1 0.3 0.1
P 1.50799 -1.54612 -0.53211 0.0 0.1 -0.2
C 1.79403 -0.99351 2.39385 0.0 0.1 0.0
C 0.62496 -2.81737 -1.40618 0.0 0.1 0.0
H -1.47689 5.19602 2.76486 0.0 0.0 0.0
H 4.34334 0.49578 6.49380 0.0 0.0 0.0
C 3.81847 2.52293 5.96862 0.1 -0.1 0.1
C 1.00650 1.25376 -2.66475 0.1 0.0 0.1
C -6.53573 0.23806 1.08205 0.0 0.0 -0.1
H 0.26591 -3.77951 0.96239 -0.1 0.0 0.0
H 3.13887 -0.51965 4.71877 -0.1 0.4 0.1
H -2.37048 -3.53165 -2.81314 0.0 0.0 0.0
H 4.16935 -1.58246 -4.58925 0.0 0.0 0.0
H -1.23111 -5.68647 -3.18430 0.0 0.0 0.0
C 2.22986 1.63934 0.98181 0.2 -0.1 -0.1
H 2.63412 -5.53771 3.42990 0.0 0.0 0.0
H 2.90986 2.38568 1.39736 -0.1 0.0 0.0
C -7.25617 0.09764 -1.35397 0.1 0.1 -0.1
C 2.25260 1.82463 -2.94007 -0.1 0.1 0.0
H 6.25058 -0.80684 -3.51036 0.0 0.0 0.0
C 3.02676 -1.23883 -1.41387 0.0 -0.1 0.1
H 4.26538 -0.59326 0.24636 0.0 0.1 0.0
C -2.49784 4.16689 -0.83164 0.1 0.0 0.0
C 0.93579 -1.60613 3.54986 0.0 0.1 0.1
C 0.58994 -2.96993 1.59604 0.0 -0.1 -0.1
H -2.31462 6.88120 1.17106 0.0 0.0 0.0
C -4.65773 0.79668 -2.10107 -0.1 0.0 0.1
C 1.49988 -3.70708 3.89748 -0.1 -0.1 0.1
H -1.19577 -1.69040 -1.66573 0.0 0.0 0.0
C -2.01619 3.18798 0.07511 0.2 0.3 0.4
O -8.72129 -1.08419 -0.04714 -0.1 0.0 0.0
H 3.71193 2.25609 -4.44376 0.0 0.0 0.0
H -7.76151 0.16086 -3.39604 0.0 0.0 0.0
C -1.35343 -3.66845 -2.47519 0.0 0.0 0.0
H -3.71937 1.47937 -5.73023 0.0 0.0 0.0
C 5.34588 -0.91535 -2.92783 0.0 0.0 0.0
C 0.30274 0.61711 -3.69088 -0.1 -0.2 0.1
C -1.75119 4.89226 1.76393 0.0 -0.1 0.0
C -6.28422 0.29927 -0.30684 0.2 0.1 -0.1
P 0.26448 1.26664 -1.03759 -0.2 -0.3 -0.1
H 4.04612 -0.73299 2.44503 0.0 -0.1 0.0
C -1.64241 3.57303 1.38446 -0.2 0.1 0.1
C -6.97797 0.28845 -2.66002 0.0 0.0 0.2
Os -2.08139 1.38175 -0.61093 -0.2 0.1 -0.2
H 3.91344 -4.66335 1.61321 0.0 0.0 0.0
C 4.21636 -0.79899 -0.81421 0.0 0.2 0.1
C -4.25222 0.82724 1.48449 0.0 0.0 0.0
C 3.12693 3.31745 5.06810 0.0 0.1 0.0
C 2.50063 -4.50412 3.13874 0.1 0.0 -0.1
H 4.17012 -2.14039 4.60877 0.0 0.2 0.1
C 2.76109 1.78930 -4.22884 0.0 0.0 0.1
H -2.97391 6.23228 -1.11629 0.0 0.0 0.0
C -4.98603 0.64739 -0.70896 -0.1 0.0 -0.1
O 0.51537 -0.28750 -0.43056 0.2 0.2 0.0
H -7.52155 -0.01260 1.44246 0.0 0.0 0.0
C 2.04747 1.16507 -5.24201 0.0 0.0 0.0
H -0.60794 -3.22995 3.36635 0.0 0.0 0.0
N -3.37310 1.12476 -2.41258 0.0 -0.3 -0.1
C 1.27065 -4.03749 -1.62292 0.0 0.0 0.0
N -8.62801 -0.36186 -1.01708 0.1 -0.1 -0.1
C 3.21123 -4.01763 2.12369 0.0 -0.2 0.1
H -3.43535 1.05838 2.15648 0.0 0.0 0.0
C -4.01895 1.26359 -4.71513 -0.1 0.0 0.0
```
Forces are in eV/Å.